# 1
Computed, not measured: the ion C4H10NO3 with charge +1 in a non-equilibrium geometry, with ωB97M-V/def2-TZVPD.

Each line ends with the natural charge from an NBO analysis.
Positions of all 18 atoms, in Å:
H: 1.509 -0.250 -1.284  0.167
N: -0.394 -1.730 0.012  -0.684
H: -0.819 0.238 -2.007  0.199
H: 2.177 1.915 -0.450  0.507
H: 0.003 -2.235 -0.777  0.452
H: -0.462 -2.365 0.834  0.467
O: -1.411 -0.553 1.931  -0.751
H: -0.814 1.762 -0.917  0.245
C: -0.368 0.235 1.543  0.759
H: -2.068 -0.141 2.535  0.538
H: 0.277 1.644 -2.321  0.251
C: 0.418 -0.542 0.507  -0.184
C: -0.253 1.060 -1.555  -0.653
O: -0.300 1.381 1.838  -0.469
C: 0.844 0.409 -0.681  0.125
O: 1.577 1.339 0.041  -0.717
H: -1.332 -1.323 -0.156  0.466
H: 1.416 -0.846 0.907  0.282

**Multiplicity**: 1
**Relative energy (zero: lowest compared OMol25 entry of this formula, charge and spin)**: 0.981 eV
**LUMO energy**: -3.75 eV
**Net charge**: +1
**HOMO level**: -14.388 eV
**Orbital gap**: 10.6 eV
**SMILES**: C[C@@H](O)[C@H]([NH3+])C(=O)O

***

# 2
Computed, not measured: the ion C4H10NO3 with charge +1 in a non-equilibrium geometry, with ωB97M-V/def2-TZVPD.

Each line ends with the natural charge from an NBO analysis.
Positions of all 18 atoms, in Å:
C: 1.011 0.576 0.418  -0.440
C: 0.071 -0.352 -0.499  -0.158
H: -0.151 -1.324 2.665  0.519
H: -1.996 -0.715 -0.714  0.464
C: 0.932 0.184 1.863  -0.105
O: -0.216 -0.567 2.011  -0.780
H: -1.342 0.896 -0.176  0.455
H: 2.143 0.279 -0.215  0.268
H: 1.903 -0.185 2.387  0.226
H: 0.393 -1.441 -0.284  0.273
C: 0.168 -0.142 -2.021  0.782
H: 0.973 1.620 0.112  0.244
H: -1.663 -0.406 0.799  0.459
N: -1.370 -0.143 -0.086  -0.680
O: 1.031 -0.196 -2.774  -0.471
H: -1.421 0.584 -3.390  0.561
H: 0.636 1.093 2.333  0.192
O: -1.103 0.239 -2.430  -0.809

**Multiplicity**: 1
**Relative energy (zero: lowest compared OMol25 entry of this formula, charge and spin)**: 2.829 eV
**LUMO energy**: -3.47 eV
**Net charge**: +1
**HOMO level**: -14.668 eV
**Orbital gap**: 11.2 eV
**SMILES**: [NH3+][C@H](CCO)C(=O)O

***

# 3
Computed, not measured: a cluster of 2 separate species, C4H10NO3 in total in a non-equilibrium geometry, with ωB97M-V/def2-TZVPD.

Each line ends with the Mulliken spin population.
Positions of all 18 atoms, in Å:
H: 0.913 -2.197 2.182  0.004
O: 1.398 1.098 0.169  0.059
N: 0.509 -1.078 0.468  0.036
H: 1.145 -1.460 -0.354  0.000
H: 1.680 1.184 -0.702  -0.016
H: -2.300 1.039 -2.669  -0.012
H: -2.517 0.465 -0.962  0.029
H: 0.867 -0.531 2.550  -0.002
C: 1.185 -1.192 1.780  0.026
O: -0.017 -0.417 -2.569  0.395
C: 0.191 0.447 0.143  0.668
H: -1.766 2.014 -1.419  0.035
H: -0.245 -1.691 0.535  -0.002
C: -0.632 0.301 -1.891  0.623
H: -0.177 1.174 1.719  0.022
C: -1.893 1.008 -1.739  0.123
O: -0.695 0.885 1.052  0.012
H: 2.353 -1.047 1.709  0.001

**Multiplicity**: 3
**Relative energy (zero: lowest compared OMol25 entry of this formula, charge and spin)**: 2.626 eV
**LUMO energy (alpha / beta)**: -3.45 / -6.46 eV
**Net charge**: +1
**HOMO level (alpha / beta)**: -9.598 / -16.697 eV
**Orbital gap (alpha / beta)**: 6.1 / 10.2 eV

***

Copy entry 3 word for word.
Computed, not measured: a cluster of 2 separate species, C4H10NO3 in total in a non-equilibrium geometry, with ωB97M-V/def2-TZVPD.

Each line ends with the Mulliken spin population.
Positions of all 18 atoms, in Å:
H: 0.913 -2.197 2.182  0.004
O: 1.398 1.098 0.169  0.059
N: 0.509 -1.078 0.468  0.036
H: 1.145 -1.460 -0.354  0.000
H: 1.680 1.184 -0.702  -0.016
H: -2.300 1.039 -2.669  -0.012
H: -2.517 0.465 -0.962  0.029
H: 0.867 -0.531 2.550  -0.002
C: 1.185 -1.192 1.780  0.026
O: -0.017 -0.417 -2.569  0.395
C: 0.191 0.447 0.143  0.668
H: -1.766 2.014 -1.419  0.035
H: -0.245 -1.691 0.535  -0.002
C: -0.632 0.301 -1.891  0.623
H: -0.177 1.174 1.719  0.022
C: -1.893 1.008 -1.739  0.123
O: -0.695 0.885 1.052  0.012
H: 2.353 -1.047 1.709  0.001

**Multiplicity**: 3
**Relative energy (zero: lowest compared OMol25 entry of this formula, charge and spin)**: 2.626 eV
**LUMO energy (alpha / beta)**: -3.45 / -6.46 eV
**Net charge**: +1
**HOMO level (alpha / beta)**: -9.598 / -16.697 eV
**Orbital gap (alpha / beta)**: 6.1 / 10.2 eV